(1)
14
Properties=species:S:1:pos:R:3 method="wB97M-V/def2-TZVPD" e_tot_ev=-6791.961 spin_multiplicity=2 s2=0.750 relative_energy_kj_mol=95.1 lumo_energy_ev="3.79 / 3.66" charge=-1 max_force_ev_per_a=1.4
C -1.520 -0.124 0.410
C -0.740 0.133 -0.844
C 0.330 -0.635 -1.093
N 1.148 -0.583 -2.221
H -0.899 -0.370 1.276
H -2.160 0.734 0.643
H -2.307 -0.890 0.340
H -0.819 1.143 -1.218
H 0.763 -1.172 -0.251
H 1.398 -1.450 -2.663
H 0.953 0.138 -2.897
H 0.836 0.540 3.248
H 1.656 1.705 2.801
O 1.361 0.830 2.471

(2)
14
Properties=species:S:1:pos:R:3 method="wB97M-V/def2-TZVPD" e_tot_ev=-6791.155 spin_multiplicity=2 s2=0.751 relative_energy_kj_mol=172.9 lumo_energy_ev="4.42 / 3.99" charge=-1 max_force_ev_per_a=4.4
N 0.559 0.509 -1.318
C 0.668 0.535 0.157
C 0.330 -1.498 1.576
C 1.070 -0.760 0.717
H 0.591 1.508 -1.560
H 1.389 0.137 -1.687
H -0.156 0.985 0.759
H 1.602 1.231 0.435
H 0.812 -2.438 1.847
H -0.600 -1.020 1.746
H 1.946 -1.340 0.450
H -3.088 0.174 -0.954
H -2.078 0.895 -1.279
O -3.043 1.083 -0.888

(3)
14
Properties=species:S:1:pos:R:3 method="wB97M-V/def2-TZVPD" e_tot_ev=-6793.053 relative_energy_kj_mol=193.2 lumo_energy_ev=0.75 max_force_ev_per_a=2.1
C 0.938 -1.455 0.018
C 0.403 -0.432 -0.631
C -1.081 -0.128 -0.626
N -1.452 0.649 -1.816
H 1.979 -1.658 -0.188
H 0.479 -2.066 0.781
H 0.981 0.440 -0.919
H -1.340 0.391 0.298
H -1.667 -1.044 -0.667
H -0.774 0.540 -2.545
H -1.776 1.573 -1.610
O 1.489 1.189 2.740
H 0.631 1.617 2.872
H 1.192 0.384 2.293